Computed, not measured: C20H55F12N5NaO5P2 as an isolated structure, with wB97M-V/def2-TZVPD.

Element x y z (Å)
Na 1.3346 -3.0039 -2.8001
P -0.6216 -0.8482 -0.8209
F 0.9722 -0.4125 -0.8225
F -0.5173 -1.1040 -2.3896
F -0.0625 -2.3643 -0.5539
F -2.1279 -1.4917 -0.6536
F -0.6361 -0.5307 0.7564
F -1.0687 0.6824 -1.1708
P -1.3911 -3.7549 -5.6530
F -1.1690 -4.4265 -7.0997
F -1.7288 -5.2161 -4.9526
F 0.1608 -3.8136 -5.2661
F -1.6879 -3.0226 -4.1995
F -0.9150 -2.2172 -6.1163
F -3.0387 -3.5512 -5.9156
C 0.4626 2.7724 1.6229
C 0.0523 4.2470 1.7207
C -1.3871 4.5239 2.0423
O -1.6552 5.8776 2.2926
C -3.0246 6.1995 2.3344
N 1.0135 4.7629 2.6469
H 0.5033 2.1448 2.5131
H 1.4901 2.6962 1.2672
H -0.0501 2.2970 0.7867
H 0.2961 4.5263 0.6956
H -1.6019 3.8554 2.8761
H -2.0217 4.2681 1.1938
H -3.5200 5.8119 3.2246
H -3.5221 6.1205 1.3678
H -3.0616 7.2651 2.5608
H 0.7939 5.7172 2.8942
H 0.9926 4.3185 3.5536
C -5.0089 3.1519 0.1590
C -3.7587 2.3879 0.3771
C -4.0158 0.8512 0.0883
O -5.3228 0.4483 0.4490
C -5.7616 -0.7848 -0.0829
N -2.7842 2.7879 -0.5765
H -4.7978 4.1731 0.4762
H -5.8062 2.8682 0.8461
H -5.3434 3.1384 -0.8783
H -3.4418 2.4674 1.4170
H -3.2665 0.3158 0.6715
H -3.8449 0.6211 -0.9633
H -4.9881 -1.5389 -0.2286
H -6.3493 -0.5561 -0.9720
H -6.3981 -1.0623 0.7573
H -2.0636 2.0808 -0.6079
H -3.2302 2.8642 -1.4795
C 1.7715 -0.2832 3.0048
C 1.7700 -1.6842 3.6081
C 0.5526 -2.5094 3.1587
O 0.3395 -3.7413 3.8722
C -0.2454 -4.7335 3.0890
N 3.0391 -2.2680 3.1332
H 2.5815 0.3340 3.3934
H 0.8592 0.2863 3.1818
H 1.8810 -0.2988 1.9204
H 1.8430 -1.7098 4.6954
H 0.7154 -2.6453 2.0895
H -0.3466 -1.8934 3.1598
H -1.2276 -4.3820 2.7729
H -0.3985 -5.6748 3.6169
H 0.3976 -4.8606 2.2181
H 3.0836 -2.1357 2.1328
H 3.0171 -3.2652 3.2921
C 1.2441 2.3416 -2.8859
C 2.5465 2.9771 -2.4236
C 2.4170 4.3049 -1.6761
O 3.6792 4.8202 -1.3227
C 3.7402 6.0191 -0.5417
N 3.1034 1.9790 -1.5329
H 0.5987 2.1792 -2.0227
H 1.3639 1.4262 -3.4654
H 0.5428 2.9329 -3.4746
H 3.4050 2.8960 -3.0903
H 1.6861 4.2570 -0.8688
H 2.0731 5.0073 -2.4353
H 3.5313 5.9102 0.5226
H 3.1942 6.8563 -0.9766
H 4.7862 6.3059 -0.6500
H 2.4374 1.6341 -0.8565
H 3.8166 2.4096 -0.9619
C 1.0523 -6.9879 -0.0811
C 1.3788 -5.6342 -0.6503
C 2.8923 -5.1078 -0.4173
O 2.9398 -3.7169 -0.5568
C 4.2815 -3.2031 -0.4865
N 1.0958 -5.6848 -2.0997
H 1.1589 -7.7990 -0.8014
H 0.0095 -6.9825 0.2361
H 1.7033 -7.0706 0.7892
H 0.6286 -4.9587 -0.2391
H 3.4006 -5.6277 -1.2293
H 3.1195 -5.4050 0.6065
H 4.6347 -2.9127 0.5030
H 4.2115 -2.2161 -0.9436
H 5.0937 -3.6811 -1.0342
H 0.0942 -5.7852 -2.1820
H 1.4253 -6.5613 -2.4780

Output
E_tot, Ha: -3488.82893
Charge: -1
E_HOMO, eV: -6.4
HOMO-LUMO gap, eV: 8.00

Löwdin atomic charge list, values in e, 2 entries:
1. Na 0.6033
2. P 0.2215


Computed, not measured: C20H55F6HfO26S7 as an isolated structure, with wB97M-V/def2-TZVPD.

Element x y z (Å)
Hf -3.0392 3.5826 -1.9867
C -3.0216 2.9510 2.7781
F -4.0518 2.2781 2.3519
F -3.2229 3.2038 4.0536
F -1.8570 2.1590 2.6534
S -2.7840 4.5693 1.7510
O -1.4391 5.1078 2.0915
O -3.0332 4.1281 0.3627
O -3.8360 5.5328 2.1821
C -2.7620 0.4615 -5.8131
F -2.7251 -0.7919 -6.2496
F -1.6206 0.7337 -5.2784
F -3.0645 1.3355 -6.8461
S -3.9723 0.6950 -4.2972
O -3.3434 1.7546 -3.3961
O -5.3368 1.0470 -4.7836
O -3.9368 -0.6182 -3.6867
C -0.4216 0.2173 -1.9411
C -0.7466 0.9264 -0.6203
C 0.4422 1.0248 0.2950
O -1.4640 2.1567 -0.7570
H -0.0166 0.7841 -2.7793
H -1.2990 -0.3511 -2.2496
H 0.2988 -0.5515 -1.6617
H -1.4487 0.2731 -0.1023
H 0.9726 1.9646 0.1416
H 1.2719 0.3207 0.2320
H 0.1039 1.0196 1.3311
O 5.4006 -1.3255 -3.1839
S 4.7316 -1.1290 -1.8771
O 5.4874 -1.2615 -0.6185
O 4.0378 0.3736 -1.8913
C 3.2865 0.8075 -3.0433
C 3.1180 2.2293 -2.8001
C 3.1752 -2.1474 -1.7441
H 2.3022 0.3423 -3.0978
H 3.7600 0.5572 -3.9927
H 2.3754 2.6063 -3.5033
H 4.0695 2.7559 -2.8745
H 2.8479 2.3515 -1.7512
H 2.5654 -2.1551 -2.6475
H 2.6000 -1.6870 -0.9408
H 3.4922 -3.1263 -1.3845
O 0.9146 -0.5908 4.2742
S 2.2914 -0.8290 4.5873
O 2.6757 -1.6940 5.7157
O 3.0423 -1.3634 3.1979
C 2.3309 -2.2409 2.3483
C 2.3808 -3.6856 2.9055
C 3.0894 0.7301 4.8818
H 2.8232 -2.2865 1.3769
H 1.3804 -1.7474 2.1456
H 3.4187 -3.9021 3.1585
H 2.1751 -4.3836 2.0940
H 1.7293 -3.7610 3.7761
H 4.1214 0.3979 4.9941
H 2.7385 0.9245 5.8953
H 2.8255 1.4811 4.1371
O -4.2705 -1.0468 3.6509
S -3.0282 -1.8308 3.7867
O -2.4438 -2.0514 5.1488
O -3.2145 -3.2726 3.0377
C -4.2007 -3.3737 2.1088
C -3.9618 -4.7391 1.4900
C -1.6698 -1.1366 2.6897
H -4.1036 -2.6257 1.3219
H -5.1719 -3.2607 2.5906
H -3.0994 -4.9060 0.8446
H -4.8306 -5.0084 0.8895
H -4.0012 -5.4940 2.2752
H -0.8823 -1.8895 2.7207
H -1.3855 -0.1386 3.0233
H -2.1571 -1.1136 1.7149
O 0.2406 -2.8374 0.0925
S -0.6048 -3.4777 -0.9110
O -1.9804 -2.9495 -1.1109
O 0.2005 -3.5104 -2.4020
C -0.5642 -4.0419 -3.4819
C -0.7626 -2.9532 -4.3777
C -0.6801 -5.3427 -0.5820
H -1.5505 -4.4279 -3.2242
H 0.0029 -4.8469 -3.9492
H 0.0906 -2.3034 -4.5727
H -1.3924 -2.1564 -3.9821
H -1.1345 -3.3496 -5.3225
H -0.9122 -5.3880 0.4820
H 0.3199 -5.7542 -0.7191
H -1.4306 -5.8501 -1.1880
O 0.6908 3.6346 3.8122
S 1.9555 4.1313 3.2927
O 3.0599 4.4800 4.1940
O 2.5342 2.9488 2.2114
C 3.9423 2.8485 1.9737
C 4.1527 1.6624 1.1358
C 1.6532 5.5949 2.1536
H 4.5728 2.9270 2.8594
H 4.1409 3.8227 1.5271
H 5.2289 1.5113 1.0510
H 3.6162 1.8468 0.2050
H 3.7777 0.7943 1.6778
H 2.5958 6.0407 1.8360
H 1.1104 6.3998 2.6492
H 1.1894 5.2539 1.2280
O -1.1082 3.2000 -3.5986
H -0.9212 3.7229 -4.3782
H -0.3661 2.5995 -3.5287
O 1.4049 4.6547 -1.6217
H 1.9561 4.0770 -1.0938
H 2.0189 5.2647 -2.0303
O -4.2870 1.8519 -0.7773
H -5.0439 2.0375 -0.2216
H -4.1299 0.9145 -0.6637
O -3.9089 -0.9304 -1.0280
H -3.3416 -1.6879 -0.8846
H -3.7486 -0.6794 -1.9377

Output
E_tot, Ha: -6185.25226
Charge: +1
E_HOMO, eV: -12.3
HOMO-LUMO gap, eV: 4.57

Löwdin atomic charge list, values in e, 2 entries:
1. Hf 2.2652
2. C -0.5890


Computed, not measured: C20H55FN5O5Pd as an isolated structure, with wB97M-V/def2-TZVPD.

Element x y z (Å)
Pd 16.6783 19.7470 -2.1185
F 17.3189 17.7895 -1.8359
C 20.7662 19.1184 -3.5319
C 19.7668 20.0008 -2.7787
C 20.3578 21.3792 -2.6028
O 19.4369 22.1225 -1.8366
C 19.8228 23.4842 -1.6494
N 18.4587 20.1068 -3.5205
H 21.5993 18.8953 -2.8648
H 21.2082 19.7010 -4.3491
H 20.3431 18.2029 -3.9353
H 19.5694 19.5242 -1.8171
H 20.4881 21.8263 -3.5951
H 21.2887 21.2831 -2.0363
H 19.9751 23.9953 -2.6001
H 20.6694 23.6013 -0.9600
H 19.0211 23.9938 -1.1038
H 18.4407 20.9293 -4.1193
H 18.4296 19.2902 -4.1200
C 21.0947 15.5544 -1.6348
C 19.9317 15.1822 -0.7283
C 20.4295 14.3328 0.4292
O 20.9422 13.1253 -0.0549
C 22.1773 12.6715 0.4687
N 19.3299 16.4114 -0.1839
H 21.9057 16.0905 -1.1434
H 20.7377 16.1462 -2.4891
H 21.4993 14.6449 -2.0850
H 19.2589 14.5514 -1.3227
H 19.5467 14.1362 1.0688
H 21.1323 14.8662 1.0798
H 22.7402 13.4859 0.9359
H 22.7837 12.2222 -0.3168
H 21.9909 11.8934 1.2198
H 18.4820 16.1834 0.3374
H 18.9863 16.9076 -1.0102
C 17.1480 17.3859 -5.3617
C 16.2426 18.6169 -5.3365
C 15.0627 18.3595 -6.2287
O 14.3596 19.5620 -6.4149
C 13.0940 19.3649 -6.9720
N 15.7345 18.7925 -3.8888
H 17.6573 17.2746 -6.3228
H 16.6553 16.4738 -5.0365
H 18.0168 17.5292 -4.7062
H 16.7634 19.5338 -5.6053
H 14.4235 17.6153 -5.7184
H 15.3444 17.9252 -7.1953
H 12.4782 18.6160 -6.4534
H 13.1507 19.0184 -8.0148
H 12.5519 20.3065 -6.9597
H 14.7266 18.8943 -4.0093
H 15.8943 17.8709 -3.4671
C 19.4866 20.1952 1.2368
C 18.2577 19.5907 0.5726
C 17.1814 19.2531 1.5681
O 16.9833 20.3950 2.3948
C 15.8800 20.2530 3.2749
N 17.7051 20.5983 -0.4064
H 19.2099 21.0496 1.8624
H 20.1564 20.6370 0.4921
H 20.0023 19.4903 1.8841
H 18.5358 18.6615 0.0785
H 17.5031 18.4073 2.1796
H 16.2344 19.0501 1.0501
H 16.0165 20.9623 4.0924
H 15.7986 19.2530 3.7080
H 14.9363 20.5231 2.7832
H 18.4812 21.0797 -0.8692
H 17.2817 21.2823 0.2291
C 14.1999 15.1026 -1.3157
C 15.2363 14.9879 -0.2039
C 16.4648 14.2567 -0.6593
O 16.0870 13.1386 -1.4149
C 17.1620 12.2968 -1.7135
N 15.6484 16.3768 0.2451
H 14.5846 15.6760 -2.1691
H 13.3278 15.6868 -0.9958
H 13.8246 14.1251 -1.6155
H 14.7183 14.5623 0.6562
H 17.1314 13.9537 0.1588
H 17.0467 14.9312 -1.3127
H 18.0064 12.8110 -2.1985
H 16.7993 11.4873 -2.3426
H 17.6071 11.8216 -0.8213
H 16.2493 16.7749 -0.4839
H 14.7904 16.9077 0.0889

Output
E_tot, Ha: -1672.42502
Charge: +1
Multiplicity: 3
Expectation value of S²: 2.00
E_HOMO (spin up / spin down), eV: -11.2 / -11.2
HOMO-LUMO gap (spin up / spin down), eV: 8.62 / 6.30

Löwdin atomic charge list, values in e, 2 entries:
1. Pd 1.0673
2. F -0.4962